Here is a 5-piece molecular cluster, C22H39F5INO6 overall from the OMol25 dataset. Energies are from ωB97M-V with the def2-TZVPD basis set.

```
74
C22H39F5INO6 ωB97M-V with the def2-TZVPD basis set
O -0.705 3.374 -0.478
C 0.230 2.892 0.105
N 0.953 3.526 1.109
I 1.649 5.386 0.644
O 0.624 1.600 -0.028
C 0.703 1.097 -1.370
C 2.118 0.665 -1.714
C 3.089 1.843 -1.719
C 4.548 1.475 -1.822
F 4.806 0.898 -3.032
F 5.301 2.616 -1.754
C 5.087 0.516 -0.698
F 5.270 -0.720 -1.172
F 6.256 0.948 -0.222
F 4.235 0.450 0.337
H 1.722 2.930 1.391
H 0.048 0.236 -1.453
H 0.386 1.872 -2.068
H 2.069 0.194 -2.697
H 2.402 -0.105 -0.997
H 2.882 2.434 -2.616
H 2.933 2.517 -0.876
C -3.028 5.559 4.050
C -2.929 4.125 3.531
C -1.550 4.124 2.890
O -0.755 5.054 3.644
C -1.597 5.821 4.503
H -3.753 5.689 4.853
H -3.296 6.235 3.235
H -2.959 3.419 4.363
H -3.716 3.856 2.829
H -1.595 4.467 1.851
H -1.077 3.147 2.908
H -1.443 5.489 5.536
H -1.313 6.873 4.434
C -2.758 -1.218 3.464
C -2.165 -1.265 2.057
C -2.312 0.185 1.613
O -2.200 0.979 2.798
C -2.278 0.143 3.954
H -2.431 -2.034 4.107
H -3.848 -1.239 3.413
H -1.109 -1.541 2.104
H -2.670 -1.962 1.390
H -3.293 0.365 1.161
H -1.543 0.495 0.904
H -1.283 0.073 4.405
H -2.954 0.600 4.678
C -3.352 -2.532 -1.438
C -2.772 -3.939 -1.594
C -1.541 -3.672 -2.450
O -1.094 -2.358 -2.108
C -2.086 -1.691 -1.328
H -4.008 -2.419 -0.576
H -3.912 -2.255 -2.333
H -2.476 -4.330 -0.618
H -3.457 -4.650 -2.053
H -1.788 -3.687 -3.517
H -0.729 -4.379 -2.278
H -1.728 -1.634 -0.293
H -2.207 -0.675 -1.708
C 3.559 -4.687 -2.769
C 2.895 -3.319 -2.894
C 1.890 -3.566 -4.010
O 1.501 -4.942 -3.909
C 2.383 -5.623 -3.013
H 4.039 -4.857 -1.806
H 4.310 -4.813 -3.551
H 2.373 -3.066 -1.968
H 3.591 -2.512 -3.125
H 2.340 -3.409 -4.996
H 1.004 -2.935 -3.924
H 1.844 -5.831 -2.081
H 2.678 -6.573 -3.460
```

As for the total energy: -2164.84494 hartree. The calculation puts the HOMO energy at -8.99 eV. Its SMILES is O=C(NI)OCCCC(F)(F)C(F)(F)F.C1CCOC1.C1CCOC1.C1CCOC1.C1CCOC1. Its total charge is 0.

Here is a 11-piece molecular cluster, C54H141N11O16 overall at a distorted geometry from the OMol25 dataset. Energies are from ωB97M-V with the def2-TZVPD basis set.

```
222
C54H141N11O16 ωB97M-V with the def2-TZVPD basis set
C -6.858 -1.828 -3.024
O -5.571 -1.949 -3.635
C -5.300 -1.190 -4.830
C -3.962 -1.622 -5.489
N -3.990 -1.160 -6.872
C -2.807 -1.325 -7.643
C -3.104 -0.862 -9.102
O -3.311 0.528 -9.182
C -3.337 0.972 -10.596
H -7.647 -1.881 -3.774
H -6.865 -0.873 -2.498
H -7.119 -2.564 -2.263
H -5.226 -0.120 -4.636
H -6.183 -1.269 -5.464
H -3.765 -2.692 -5.428
H -3.238 -1.062 -4.896
H -4.244 -0.184 -6.915
H -2.441 -2.350 -7.698
H -1.973 -0.792 -7.186
H -3.994 -1.383 -9.458
H -2.216 -1.120 -9.679
H -4.247 0.683 -11.123
H -2.442 0.644 -11.124
H -3.292 2.061 -10.597
C 7.231 1.952 -0.486
O 6.739 0.642 -0.452
C 7.764 -0.415 -0.592
C 7.159 -1.838 -0.877
N 6.333 -1.945 -2.078
C 5.073 -1.199 -2.038
C 4.075 -1.789 -3.032
O 3.515 -3.011 -2.505
C 2.568 -3.666 -3.299
H 7.350 2.195 -1.542
H 8.204 2.175 -0.047
H 6.459 2.594 -0.063
H 8.515 -0.342 0.194
H 8.340 -0.235 -1.500
H 6.726 -2.141 0.077
H 8.030 -2.454 -1.098
H 6.195 -2.934 -2.231
H 5.311 -0.165 -2.289
H 4.639 -1.299 -1.043
H 4.533 -1.942 -4.009
H 3.247 -1.088 -3.127
H 2.020 -4.452 -2.779
H 3.054 -4.047 -4.197
H 1.781 -2.947 -3.528
C -8.121 -1.806 0.870
O -7.328 -2.851 1.381
C -7.409 -2.894 2.805
C -6.362 -3.818 3.382
N -5.041 -3.448 2.900
C -4.495 -2.230 3.429
C -3.120 -1.786 2.813
O -2.069 -2.284 3.634
C -1.244 -3.204 2.941
H -9.164 -1.825 1.188
H -8.220 -1.953 -0.206
H -7.842 -0.789 1.142
H -8.368 -3.353 3.044
H -7.321 -1.940 3.325
H -6.557 -4.828 3.021
H -6.266 -3.876 4.467
H -5.173 -3.386 1.901
H -4.511 -2.224 4.519
H -5.195 -1.422 3.217
H -3.105 -0.704 2.937
H -3.044 -1.921 1.734
H -0.838 -2.751 2.037
H -1.804 -4.111 2.712
H -0.439 -3.528 3.600
C 9.842 4.961 6.498
O 9.496 3.695 5.915
C 8.827 2.726 6.763
C 8.637 1.419 5.987
N 7.498 1.478 5.030
C 7.275 0.208 4.347
C 6.307 0.330 3.161
O 5.768 -0.955 2.872
C 4.789 -0.855 1.827
H 10.429 5.510 5.761
H 10.224 5.049 7.515
H 8.970 5.614 6.506
H 7.850 3.010 7.154
H 9.469 2.618 7.638
H 8.511 0.622 6.720
H 9.542 1.217 5.414
H 7.790 2.126 4.313
H 6.826 -0.448 5.092
H 8.148 -0.246 3.879
H 6.834 0.776 2.317
H 5.482 0.965 3.481
H 5.158 -0.371 0.923
H 3.841 -0.425 2.151
H 4.635 -1.861 1.438
C -5.282 -0.201 0.412
O -4.050 0.203 -0.135
C -3.948 -0.196 -1.498
C -2.575 0.154 -1.983
N -1.634 -0.879 -1.601
C -0.263 -0.472 -1.960
C 0.775 -1.464 -1.341
O 0.773 -1.332 0.161
C 1.694 -2.182 0.755
H -6.182 0.089 -0.131
H -5.415 0.141 1.438
H -5.252 -1.290 0.381
H -4.686 0.360 -2.076
H -4.154 -1.252 -1.678
H -2.294 1.154 -1.655
H -2.685 0.345 -3.050
H -1.683 -0.992 -0.599
H 0.023 0.553 -1.721
H -0.197 -0.536 -3.046
H 1.782 -1.150 -1.618
H 0.645 -2.499 -1.655
H 1.638 -1.839 1.789
H 2.703 -2.026 0.375
H 1.530 -3.242 0.562
C -1.727 4.361 4.654
C -0.291 3.906 4.498
C 0.070 3.363 3.128
O -0.685 2.216 2.927
C -0.301 1.546 1.712
N 0.577 5.055 4.801
H -2.077 4.962 3.814
H -1.903 4.886 5.593
H -2.310 3.441 4.697
H -0.151 3.095 5.213
H 1.144 3.245 2.986
H -0.282 4.093 2.399
H -0.316 2.251 0.882
H -1.087 0.828 1.476
H 0.666 1.048 1.787
H 0.492 5.389 5.751
H 0.386 5.914 4.305
C 1.624 0.876 -5.195
C 2.079 2.295 -4.937
C 2.918 2.417 -3.633
O 2.134 2.077 -2.481
C 2.943 1.908 -1.323
N 2.889 2.790 -6.066
H 0.852 0.452 -4.554
H 2.502 0.254 -5.022
H 1.256 0.792 -6.218
H 1.259 2.994 -4.768
H 3.375 3.406 -3.626
H 3.796 1.791 -3.795
H 2.246 2.156 -0.523
H 3.750 2.634 -1.222
H 3.347 0.902 -1.215
H 3.058 3.780 -5.961
H 3.813 2.391 -5.988
C -1.737 2.142 -6.500
C -3.286 2.315 -6.387
C -3.774 3.382 -5.370
O -3.506 3.047 -4.041
C -4.314 3.722 -3.009
N -3.851 2.636 -7.704
H -1.565 1.282 -7.147
H -1.184 1.939 -5.583
H -1.348 3.036 -6.988
H -3.701 1.348 -6.101
H -4.837 3.511 -5.574
H -3.339 4.363 -5.558
H -4.353 3.172 -2.069
H -5.387 3.592 -3.152
H -4.084 4.784 -2.915
H -4.858 2.694 -7.661
H -3.609 1.824 -8.254
C -0.870 -1.274 7.114
C -0.474 -0.093 6.320
C 0.718 -0.454 5.350
O 1.902 -0.941 5.907
C 2.940 -1.180 5.013
N -1.473 0.434 5.471
H 0.083 -1.563 7.556
H -1.111 -2.105 6.450
H -1.705 -1.081 7.787
H -0.261 0.745 6.985
H 1.053 0.477 4.892
H 0.327 -1.105 4.568
H 3.124 -0.299 4.398
H 2.697 -2.077 4.442
H 3.853 -1.319 5.592
H -1.800 -0.373 4.960
H -0.985 1.032 4.819
C 3.950 -5.155 1.552
C 3.170 -5.443 2.829
C 2.007 -6.399 2.538
O 1.083 -5.925 1.622
C -0.167 -6.575 1.687
N 4.175 -5.900 3.792
H 3.326 -4.725 0.768
H 4.415 -6.056 1.152
H 4.715 -4.422 1.811
H 2.682 -4.542 3.200
H 1.566 -6.565 3.521
H 2.363 -7.351 2.145
H -0.779 -6.393 2.570
H 0.007 -7.651 1.678
H -0.753 -6.425 0.780
H 4.840 -5.151 3.916
H 3.703 -5.944 4.683
C -2.668 3.796 0.275
C -3.787 3.684 1.395
C -5.231 3.507 0.879
O -5.620 4.777 0.340
C -6.951 4.728 -0.105
N -3.337 2.531 2.188
H -2.601 2.830 -0.226
H -1.692 4.117 0.637
H -2.938 4.545 -0.469
H -3.911 4.519 2.085
H -5.957 3.232 1.644
H -5.281 2.646 0.213
H -7.208 5.755 -0.364
H -7.597 4.351 0.688
H -7.086 4.111 -0.994
H -3.544 1.762 1.566
H -2.340 2.611 2.329
```

As for the total energy: -3947.69378 hartree. The calculation puts the HOMO energy at -8.40 eV. Its SMILES is COC[C@H](C)N.COC[C@H](C)N.COC[C@H](C)N.COC[C@H](C)N.COC[C@H](C)N.COC[C@H](C)N.COCCNCCOC.COCCNCCOC.COCCNCCOC.COCCNCCOC.COCCNCCOC. Its total charge is 0.

Here is C25H25IrN2P as an isolated structure at a distorted geometry from the OMol25 dataset. Energies are from ωB97M-V with the def2-TZVPD basis set.

```
54
C25H25IrN2P ωB97M-V with the def2-TZVPD basis set
C -3.648 2.341 -1.396
C -3.545 2.529 0.025
C -3.298 1.257 0.629
C -3.233 0.279 -0.404
C -3.457 0.939 -1.659
Ir -1.644 1.810 -0.766
N -0.739 2.492 -2.400
C -0.099 3.604 -1.772
C -0.727 3.604 -0.372
H -3.178 1.071 1.696
H -3.624 3.477 0.548
H -3.045 -0.784 -0.271
H -3.458 0.468 -2.638
H -3.805 3.118 -2.140
H -1.436 4.418 -0.215
H 1.002 3.522 -1.786
H -0.220 1.953 -3.098
H -0.004 3.509 0.434
H -0.345 4.549 -2.291
N -0.100 0.956 -0.163
P 0.651 -0.418 0.262
C 0.143 -0.737 1.951
C 0.470 -1.933 2.614
C 0.050 -2.139 3.933
C -0.703 -1.167 4.597
C -1.026 0.024 3.940
C -0.574 0.253 2.640
C 0.151 -1.659 -0.929
C 0.579 -2.995 -0.836
C 0.178 -3.924 -1.803
C -0.642 -3.533 -2.863
C -1.056 -2.203 -2.968
C -0.637 -1.272 -2.020
C 2.444 -0.319 0.220
C 3.133 -0.502 -0.995
C 4.531 -0.493 -1.027
C 5.257 -0.312 0.155
C 4.586 -0.159 1.372
C 3.188 -0.167 1.405
H 1.060 -2.696 2.105
H 0.314 -3.062 4.445
H -1.037 -1.326 5.617
H -1.620 0.791 4.428
H -0.773 1.211 2.163
H 1.235 -3.304 -0.021
H 0.508 -4.957 -1.727
H -0.962 -4.250 -3.611
H -1.696 -1.867 -3.778
H -0.931 -0.224 -2.137
H 2.568 -0.671 -1.913
H 5.051 -0.649 -1.972
H 6.343 -0.328 0.132
H 5.148 -0.056 2.300
H 2.671 -0.068 2.360
```

As for the total energy: -1522.62189 hartree. Its expectation value of S² is 6.04. The calculation puts the HOMO energy (spin up / spin down) at -0.44 / -5.04 eV. The multiplicity is 5. Its total charge is -1.

Here is C5H10O2 as an isolated structure from the OMol25 dataset. Energies are from ωB97M-V with the def2-TZVPD basis set.

```
17
C5H10O2 ωB97M-V with the def2-TZVPD basis set
C -1.820 -0.369 -0.085
C -0.781 0.346 0.752
C 0.874 -1.074 0.642
O 0.710 -1.654 -0.462
C 1.576 0.284 0.570
C 0.366 1.065 0.184
O 0.439 0.714 -1.626
H -2.331 0.294 -0.808
H -2.608 -0.755 0.571
H -1.402 -1.223 -0.635
H -1.307 1.018 1.450
H 0.864 -1.648 1.580
H 0.593 -0.280 -1.471
H 1.859 0.627 1.572
H 2.452 0.322 -0.094
H 0.420 2.160 0.222
H -0.485 0.771 -1.922
```

As for the total energy: -346.83159 hartree. The calculation puts the HOMO energy at -7.22 eV. Its total charge is 0.